Here is a molecular structure, C23H43Cl3N3O8RuSi in a non-equilibrium geometry from OMol25. Energies are from wB97M-V/def2-TZVPD.

## Properties
- E: -93417.12008 eV
- F_max: 0.061 hartree/bohr
- Expectation value of S²: 8.779
- 2S+1: 6
- E_HOMO (spin up / spin down): -7.9 / -7.9 eV

CARTESIAN COORDINATES (ANGSTROEM)
C -1.86802 -0.43462 -5.10888
C -1.27278 -1.56850 -4.33400
H -1.78019 -0.56531 -6.19277
H -1.35348 0.49439 -4.82003
H -2.93311 -0.29766 -4.86179
C -0.65022 -2.63081 -4.87087
C -0.31982 -2.72046 -6.31796
H -0.24729 -3.41733 -4.23404
H 0.20426 -1.81785 -6.68505
H -1.23072 -2.84240 -6.92558
H 0.34217 -3.57529 -6.50973
Ru 0.30641 1.65907 0.03974
Cl 1.63241 3.51366 0.25417
C -0.76185 -1.37389 1.29321
O 0.06492 -0.84140 0.53331
N -0.43631 -2.33671 2.18162
C 0.95161 -2.76969 2.30040
C -1.44216 -3.02903 2.95052
H -1.84241 -1.11061 1.27045
H 1.58045 -1.93834 2.65240
H 1.32893 -3.16293 1.34567
H 0.96882 -3.57521 3.04534
H -2.31777 -3.21519 2.32074
H -1.70833 -2.40487 3.82394
H -1.01060 -3.96282 3.31078
H 1.79684 2.34889 4.95049
H -1.09497 3.37057 5.16665
C 1.69070 2.90906 4.01411
C -0.59034 3.89458 4.34270
N 0.28745 3.00132 3.61712
H 2.23230 2.40330 3.21649
C -0.18465 2.20594 2.66392
O 0.60181 1.39782 2.06799
H -1.35264 4.27841 3.65561
H -1.26213 2.24126 2.40888
H 2.06766 3.92474 4.14825
H 0.01972 4.71862 4.72004
H 1.99864 0.27322 -4.02741
H 2.58439 -2.56267 -3.39587
C 2.93842 0.23524 -3.46206
C 3.25837 -2.08774 -2.66432
N 2.81247 -0.72546 -2.37265
H 3.19904 1.23357 -3.09014
C 2.28442 -0.40507 -1.19175
O 2.05676 0.78520 -0.84052
H 3.27297 -2.67564 -1.73330
H 2.10148 -1.25781 -0.51322
H 3.73658 -0.14334 -4.10687
H 4.26818 -2.04285 -3.09938
O -0.20912 -0.51274 -2.86669
C -1.26056 -1.32955 -2.82238
C 0.15173 -3.12976 -1.70100
C -1.10680 -2.57500 -1.91107
H 1.00591 -2.60886 -2.15362
C 0.30170 -4.29729 -0.94813
H -2.23056 -0.83478 -2.59696
C -2.22241 -3.14766 -1.29700
H 1.30751 -4.70874 -0.81226
C -0.82909 -4.91658 -0.40816
C -2.08627 -4.32432 -0.55827
H -3.19652 -2.66956 -1.43886
H -0.71702 -5.83544 0.16969
H -2.96504 -4.77349 -0.09148
Si -0.43158 4.07337 -2.45755
Cl 0.10111 1.97070 -2.27306
C 1.21151 4.94332 -2.72353
C -1.44013 4.55170 -0.97295
C -1.52032 4.16987 -3.98000
H 2.04573 4.22369 -2.79880
H 1.42395 5.62335 -1.88360
H 1.18511 5.54032 -3.65107
H -0.93662 3.98538 -4.89308
H -1.97460 5.16600 -4.05564
H -2.32252 3.41886 -3.91400
H -2.09436 3.72042 -0.66812
H -2.07522 5.41765 -1.21696
H -0.80145 4.82036 -0.12490
O -1.14174 -1.48282 5.14881
Cl -0.65484 -0.13681 4.64136
O -0.89783 0.86468 5.71352
O 0.82344 -0.26010 4.42842
O -1.43330 1.51063 0.05761

Cartesian forces, eV/Å:
C 0.0 0.4 -0.1
C 0.1 -0.7 -0.3
H 0.0 0.0 0.3
H -0.2 -0.2 -0.2
H 0.3 -0.1 -0.1
C 0.4 0.7 0.4
C 0.0 -0.3 -0.8
H -0.2 0.3 0.1
H -0.3 -0.3 0.2
H 0.3 0.0 0.0
H -0.3 0.2 0.0
Ru -1.6 -2.4 1.2
Cl 0.9 1.7 0.2
C 0.4 -0.8 0.5
O 0.0 -0.1 0.2
N 0.3 0.9 -1.4
C 0.2 0.1 0.2
C -0.9 0.1 0.2
H 0.5 -0.1 0.0
H -0.2 -0.3 -0.1
H -0.1 0.2 0.2
H 0.2 0.3 -0.2
H 0.1 -0.2 0.1
H -0.1 -0.8 -0.6
H -0.3 0.0 -0.1
H -0.2 0.0 -0.2
H 0.3 0.1 -0.1
C 0.0 0.0 0.0
C -0.5 0.0 0.2
N -0.4 -0.9 -0.9
H 0.0 0.1 0.2
C 1.0 0.1 1.1
O -1.0 0.6 -0.4
H 0.2 0.0 0.2
H 0.5 0.2 0.1
H 0.0 -0.1 -0.1
H -0.3 -0.1 0.0
H 0.2 0.1 0.1
H 0.3 0.1 0.2
C 0.1 0.0 0.0
C -0.1 0.1 0.1
N 0.1 0.0 0.3
H -0.2 -0.3 0.0
C 0.4 0.6 0.4
O 1.1 -2.1 -0.8
H 0.0 0.2 -0.4
H 0.0 0.4 -0.1
H -0.1 0.3 0.0
H -0.3 -0.1 0.3
O 0.9 0.0 0.1
C -1.4 -1.5 0.9
C 0.1 0.1 -0.1
C -0.2 0.5 -0.3
H -0.5 -0.5 0.4
C -0.1 0.2 -0.3
H 0.4 0.1 0.2
C 0.2 0.0 -0.3
H -0.4 0.0 0.0
C 0.1 0.2 0.2
C 0.0 0.1 0.0
H 0.2 -0.2 0.1
H -0.1 0.3 -0.2
H 0.3 0.1 -0.1
Si 0.1 0.4 -0.1
Cl -0.6 1.4 -1.6
C 0.1 0.2 -0.1
C -0.1 0.1 0.2
C 0.2 -0.4 -0.1
H -0.4 0.3 0.1
H 0.0 -0.3 -0.3
H 0.0 -0.2 0.3
H -0.2 0.0 0.2
H 0.1 -0.2 0.1
H 0.2 0.3 -0.1
H 0.2 0.2 -0.1
H 0.2 -0.2 0.0
H -0.1 -0.1 -0.1
O 0.6 1.9 0.2
Cl 0.5 -1.1 1.0
O 0.1 -0.2 -0.5
O -0.9 0.2 0.2
O 0.2 0.5 0.5